{"formula": "C7H18Cu5O9", "method": "ωB97M-V/def2-TZVPD", "total_charge": 3, "homo_energy_ev": -18.5, "orbital_gap_ev": 3.98, "total_energy_ha": -9154.8391, "species": ["Cu", "Cu", "Cu", "Cu", "Cu", "C", "O", "O", "O", "C", "C", "O", "O", "H", "H", "H", "H", "H", "H", "C", "C", "O", "O", "H", "H", "H", "H", "H", "H", "C", "C", "O", "O", "H", "H", "H", "H", "H", "H"], "positions_angstrom": [[-15.2147, 23.3500, -13.5337], [-13.9234, 21.7873, -16.3072], [-13.5247, 19.1048, -14.9018], [-12.5479, 22.0665, -13.7458], [-14.7665, 21.4322, -12.2344], [-14.5605, 20.8734, -14.3450], [-13.6434, 20.6725, -13.5864], [-15.5206, 21.4926, -13.8823], [-14.5616, 20.3417, -15.4651], [-13.6086, 18.5001, -11.7588], [-12.5329, 19.2003, -10.9393], [-12.0199, 20.1952, -11.7756], [-14.5794, 19.4427, -12.1746], [-13.8734, 17.6160, -11.1788], [-13.2494, 18.0734, -12.6953], [-11.8836, 18.4324, -10.5187], [-12.9070, 19.7685, -10.0876], [-12.5450, 20.9978, -11.7330], [-14.2352, 19.9927, -12.8821], [-17.6992, 22.6135, -14.8880], [-18.2951, 21.3597, -14.2578], [-17.3410, 20.3380, -14.5823], [-16.4304, 22.9927, -14.3919], [-18.4111, 23.4209, -14.7163], [-17.6214, 22.5719, -15.9744], [-19.2602, 21.1237, -14.7060], [-18.1708, 21.5346, -13.1891], [-16.4592, 20.6393, -14.3517], [-15.9075, 22.1945, -14.2863], [-16.0222, 19.4682, -16.6584], [-16.4720, 18.3865, -17.6234], [-15.3957, 17.8110, -18.3451], [-15.7603, 19.0420, -15.3180], [-16.7705, 20.2591, -16.6066], [-15.2428, 19.9237, -17.2692], [-17.0958, 18.8885, -18.3629], [-17.1025, 17.6720, -17.0941], [-15.3061, 18.4742, -19.0334], [-15.1736, 19.7224, -14.9796]]}

{"formula": "C5H6F4O2S", "method": "ωB97M-V/def2-TZVPD", "homo_energy_ev": [-8.7, -11.4], "spin_multiplicity": 3, "orbital_gap_ev": [9.32, 9.55], "total_energy_ha": -1142.0556, "species": ["C", "C", "C", "C", "C", "O", "O", "F", "F", "F", "F", "S", "H", "H", "H", "H", "H", "H"], "positions_angstrom": [[0.6207, -0.4508, 1.4549], [1.7299, 0.0894, -1.3088], [-1.1426, -0.4299, -0.5643], [-0.6363, -0.9686, 0.7744], [-1.9763, 0.7552, -0.8324], [0.7606, 1.9516, 0.2958], [2.8992, 0.9983, 0.9515], [2.4088, -1.0670, -1.2724], [-1.2618, -1.3398, -1.5265], [-0.6034, -2.3574, 0.7089], [-1.5743, -0.7718, 1.8520], [1.5852, 0.7850, 0.3834], [0.4072, 0.1273, 2.3849], [1.4110, -1.1083, 1.8160], [1.9074, 0.6513, -2.1818], [-3.0920, 0.6363, -0.5963], [-1.8302, 0.7415, -1.9261], [-1.6131, 1.7576, -0.4134]]}

{"formula": "C5H11N3O", "method": "ωB97M-V/def2-TZVPD", "e_above_lowest_kcal_mol": 66.2, "homo_energy_ev": -8.7, "smiles": "CC(=O)C(N)(N)[C@@H]1CN1", "orbital_gap_ev": 9.65, "total_energy_ha": -436.5416, "species": ["C", "C", "O", "C", "N", "N", "C", "C", "N", "H", "H", "H", "H", "H", "H", "H", "H", "H", "H", "H"], "positions_angstrom": [[1.9364, -0.5982, 0.7654], [0.9341, -0.5235, -0.3613], [1.0928, -1.1184, -1.4116], [-0.0396, 0.7957, -0.3713], [-0.5046, 1.0711, -1.6993], [0.4946, 1.9785, 0.2624], [-1.0484, 0.1640, 0.5351], [-1.2291, -1.4600, 0.2699], [-2.2241, -0.4174, -0.0012], [1.4895, -0.3327, 1.7206], [2.3654, -1.5981, 0.7979], [2.7364, 0.1186, 0.5740], [-0.0941, 0.4391, -2.3809], [-1.5099, 0.9472, -1.7595], [0.5309, 2.7563, -0.3862], [1.4297, 1.8813, 0.6358], [-0.9615, 0.4148, 1.5901], [-1.0610, -2.0748, -0.6052], [-1.3250, -2.0315, 1.1885], [-3.0124, -0.4120, 0.6368]]}

{"formula": "C3H4NaO", "method": "ωB97M-V/def2-TZVPD", "e_above_lowest_kcal_mol": 0.3, "total_charge": 1, "homo_energy_ev": -14.4, "orbital_gap_ev": 9.24, "total_energy_ha": -353.9527, "species": ["C", "C", "H", "Na", "O", "C", "H", "H", "H"], "positions_angstrom": [[0.1316, 0.6848, -1.5460], [0.1129, 0.4003, -0.3656], [-0.1213, 0.8607, -2.5829], [1.5743, -1.6332, -2.0154], [-1.2344, -0.0721, 1.5671], [0.0687, 0.1138, 1.0834], [0.7235, -0.7425, 1.3127], [-1.7478, -0.5978, 0.9455], [0.4926, 0.9860, 1.6011]]}

{"formula": "C8H11N2O", "method": "ωB97M-V/def2-TZVPD", "e_above_lowest_kcal_mol": 200.7, "total_charge": 1, "homo_energy_ev": [-14.8, -13.2], "orbital_gap_ev": [8.33, 6.37], "total_energy_ha": -495.6627, "species": ["C", "C", "C", "C", "C", "C", "C", "C", "N", "N", "O", "H", "H", "H", "H", "H", "H", "H", "H", "H", "H", "H"], "positions_angstrom": [[-0.9287, -1.9054, 1.7919], [-2.1949, 0.0683, -0.5410], [-2.1763, -1.0355, -1.3967], [-0.9769, 0.6032, 0.2063], [0.0901, -1.5783, 0.8531], [0.3475, -0.2052, 0.2775], [1.2101, 0.4121, 1.4123], [1.0566, -0.2168, -1.1751], [-1.7626, -2.1598, 2.5547], [-1.5418, -2.1358, -1.0035], [-1.5715, -3.2400, -1.4251], [-3.0792, 0.5507, -0.7334], [-2.8976, -1.1312, -2.2453], [-0.6149, 1.4755, -0.3542], [-1.3086, 0.9296, 1.1137], [0.9162, -2.2852, 0.5250], [2.2076, -0.1473, 1.5193], [0.8102, 0.2379, 2.3170], [1.2206, 1.6014, 1.3598], [1.8527, -0.8952, -1.1093], [1.4138, 0.7548, -1.2623], [0.3377, -0.3189, -1.8468]]}

{"formula": "C26H76N2O11", "method": "ωB97M-V/def2-TZVPD", "e_above_lowest_kcal_mol": 67.8, "homo_energy_ev": -9.0, "smiles": "COC[C@H](C)N.COC[C@H](C)N.CCO.CCO.CCO.CCO.CCO.CCO.CCO.CCO.CCO", "orbital_gap_ev": 9.23, "total_energy_ha": -1973.0852, "species": ["C", "O", "C", "C", "C", "N", "H", "H", "H", "H", "H", "H", "H", "H", "H", "H", "H", "C", "O", "C", "C", "C", "N", "H", "H", "H", "H", "H", "H", "H", "H", "H", "H", "H", "C", "C", "O", "H", "H", "H", "H", "H", "H", "C", "C", "O", "H", "H", "H", "H", "H", "H", "C", "C", "O", "H", "H", "H", "H", "H", "H", "C", "C", "O", "H", "H", "H", "H", "H", "H", "C", "C", "O", "H", "H", "H", "H", "H", "H", "C", "C", "O", "H", "H", "H", "H", "H", "H", "C", "C", "O", "H", "H", "H", "H", "H", "H", "C", "C", "O", "H", "H", "H", "H", "H", "H", "C", "C", "O", "H", "H", "H", "H", "H", "H"], "positions_angstrom": [[-2.1703, -0.2080, -4.9052], [-1.8898, 1.2022, -4.8029], [-3.0042, 2.0292, -4.3846], [-2.5873, 3.4940, -4.1333], [-3.7156, 4.4598, -4.2194], [-1.6500, 3.8902, -5.2119], [-2.4675, -0.5352, -3.9088], [-1.2954, -0.7732, -5.2264], [-2.9079, -0.3199, -5.6999], [-3.8204, 2.0287, -5.1071], [-3.4139, 1.6566, -3.4457], [-2.0429, 3.4937, -3.1890], [-3.4209, 5.5072, -4.2844], [-4.4614, 4.3015, -3.4404], [-4.3931, 4.2258, -5.0406], [-1.2928, 2.9534, -5.3333], [-2.0689, 3.9292, -6.1301], [1.9979, -1.6010, 2.5499], [1.4564, -0.7899, 1.5753], [0.5041, -1.5068, 0.7682], [-0.1678, -0.6062, -0.2748], [-1.0791, -1.2938, -1.2413], [0.7677, 0.1207, -1.0754], [1.2146, -2.1343, 3.0884], [2.4506, -1.0293, 3.3601], [2.7824, -2.1908, 2.0758], [1.0918, -2.2519, 0.2321], [-0.2498, -1.9724, 1.4030], [-0.8253, 0.0773, 0.2625], [-1.7713, -1.9659, -0.7341], [-0.6159, -1.8468, -2.0584], [-1.7884, -0.5566, -1.6176], [1.5418, 0.1023, -0.4269], [0.5615, 1.1074, -1.0129], [-4.9166, -2.9945, -1.7860], [-5.2111, -2.6023, -0.3289], [-5.9116, -1.4029, -0.2888], [-5.8373, -3.2504, -2.3103], [-4.1089, -3.7166, -1.9060], [-4.6378, -2.0763, -2.3028], [-4.2934, -2.4617, 0.2422], [-5.6947, -3.3379, 0.3139], [-6.3723, -1.3807, 0.5531], [1.3270, 3.5400, -3.0590], [2.4301, 3.2820, -2.0627], [1.8115, 2.7643, -0.9001], [0.9377, 2.5846, -3.4107], [1.7999, 3.9306, -3.9600], [0.4820, 4.1481, -2.7360], [3.0609, 4.1600, -1.9239], [3.0917, 2.5110, -2.4577], [2.1663, 3.2611, -0.1592], [-1.4211, 0.7274, 7.1693], [-1.4537, -0.7098, 6.5769], [-1.0939, -0.9343, 5.1647], [-0.4120, 1.1261, 7.2733], [-1.8848, 0.7765, 8.1545], [-1.8721, 1.4793, 6.5216], [-2.3907, -1.2153, 6.8105], [-0.6808, -1.2489, 7.1247], [-0.9810, -1.8493, 4.8970], [5.8177, -3.3081, 0.7993], [7.0093, -2.7239, 0.1890], [7.1923, -3.3284, -1.0843], [5.4642, -2.6153, 1.5630], [6.0845, -4.2232, 1.3281], [5.0024, -3.6588, 0.1666], [7.8862, -2.6737, 0.8344], [6.8064, -1.6770, -0.0366], [7.4686, -2.6617, -1.7174], [-1.0173, -4.7059, -3.5886], [-1.6898, -3.9407, -4.7560], [-3.0058, -3.5875, -4.5948], [-0.5311, -4.1622, -2.7786], [-0.3313, -5.4382, -4.0143], [-1.7498, -5.2612, -3.0027], [-1.5693, -4.6181, -5.6014], [-1.0096, -3.1837, -5.1462], [-3.2208, -3.2559, -5.4697], [1.1447, 2.9081, 2.3200], [2.2474, 3.9459, 2.5959], [2.8174, 4.2596, 1.2924], [0.3884, 3.1912, 1.5879], [0.6930, 2.6713, 3.2833], [1.4758, 1.9778, 1.8584], [2.9637, 3.5736, 3.3283], [1.7200, 4.8574, 2.8773], [3.5890, 4.8232, 1.3854], [3.4739, -1.7999, -1.8882], [2.3812, -2.2403, -2.8736], [1.7491, -1.0949, -3.3671], [3.1801, -0.9881, -1.2227], [4.2660, -1.3487, -2.4857], [3.7514, -2.6526, -1.2684], [1.5684, -2.6349, -2.2640], [2.8711, -2.8746, -3.6124], [1.4100, -0.6162, -2.6071], [2.7670, 0.8694, 5.4232], [2.3138, 2.1236, 6.0347], [2.4278, 1.9481, 7.4367], [2.5062, 0.8755, 4.3649], [2.1676, 0.0640, 5.8475], [3.8430, 0.6971, 5.3985], [1.2495, 2.2845, 5.8629], [2.8393, 3.0449, 5.7835], [2.1739, 1.0305, 7.5597], [-3.6575, 1.1444, 1.9985], [-2.5850, 0.6344, 2.8664], [-3.0449, 1.0279, 4.1366], [-3.9120, 2.1994, 2.0995], [-4.6150, 0.6440, 2.1432], [-3.3348, 1.1624, 0.9576], [-1.6179, 1.1066, 2.6935], [-2.4985, -0.4482, 2.9594], [-2.5221, 0.5501, 4.7847]]}